DFT (the ωB97M-V functional and the def2-TZVPD basis) results for C19H15BCuF10N6O7S as an isolated structure.

CARTESIAN COORDINATES (ANGSTROEM)
Cu (-0.641, 0.222, 0.179)
C (3.358, 1.841, -0.520)
C (1.961, 1.302, -0.571)
N (1.347, 0.814, 0.447)
N (2.018, 0.734, 1.614)
C (1.283, 0.349, 2.640)
N (2.005, 0.248, 3.815)
S (-0.384, 0.007, 2.712)
C (1.215, 1.315, -1.845)
C (1.688, 1.927, -3.001)
C (0.894, 1.898, -4.139)
C (-0.339, 1.272, -4.100)
C (-0.739, 0.686, -2.905)
N (0.028, 0.704, -1.831)
H (3.700, 1.863, 0.509)
H (3.397, 2.851, -0.936)
H (4.033, 1.211, -1.107)
H (2.994, 0.110, 3.666)
H (1.579, -0.360, 4.493)
H (2.652, 2.416, -3.013)
H (1.240, 2.372, -5.050)
H (-0.987, 1.242, -4.964)
H (-1.694, 0.189, -2.781)
O (-2.028, 3.240, -1.429)
C (-1.285, 3.252, -0.444)
O (-0.982, 2.342, 0.365)
C (-0.502, 4.556, -0.202)
C (-0.822, 5.694, -0.928)
C (-0.096, 6.855, -0.719)
C (0.955, 6.923, 0.174)
C (1.258, 5.767, 0.867)
C (0.549, 4.587, 0.706)
N (2.390, 5.812, 1.811)
O (2.749, 4.773, 2.317)
O (2.902, 6.899, 2.030)
N (-0.437, 8.070, -1.479)
O (0.251, 9.063, -1.312)
O (-1.368, 8.015, -2.258)
H (-1.627, 5.641, -1.647)
H (1.515, 7.831, 0.323)
H (0.788, 3.692, 1.267)
F (2.244, -3.091, -0.507)
B (0.867, -2.961, -0.782)
F (0.388, -1.785, -0.120)
F (0.177, -4.080, -0.308)
F (0.677, -2.811, -2.166)
C (-3.788, 0.837, 0.970)
C (-3.521, -0.361, 0.051)
O (-2.279, -0.411, -0.504)
C (-3.785, -1.664, 0.855)
F (-4.993, -1.665, 1.491)
F (-3.766, -2.768, 0.091)
F (-2.860, -1.816, 1.807)
C (-4.526, -0.289, -1.127)
F (-5.825, -0.399, -0.732)
F (-4.426, 0.887, -1.765)
F (-4.332, -1.246, -2.050)
H (-3.087, 0.805, 1.802)
H (-4.811, 0.835, 1.351)
H (-3.598, 1.744, 0.403)

Output
Largest force on an atom ... 0.60 eV/A
Spin multiplicity ... 2
HOMO energy (spin up / spin down) ... -2.72 / -2.69 eV
Kohn-Sham gap (spin up / spin down) ... 0.215 / 0.214 Ha
E ... -4650.714139 Ha
Net charge ... -2